No. 1
{
  "formula": "C3H7N3O2",
  "method": "ωB97M-V/def2-TZVPD",
  "symbols": ["C", "C", "C", "N", "O", "O", "N", "N", "H", "H", "H", "H", "H", "H", "H"],
  "coordinates": [[1.4022, 1.2768, 0.5921], [-0.7932, 0.1160, -0.3107], [0.4688, 0.2020, 0.1765], [-1.7904, 0.9913, -0.6438], [-1.6413, -1.8241, 0.7588], [1.4786, -1.5335, -1.0200], [-0.9705, -1.2916, -0.3310], [0.7932, -1.1817, 0.1612], [-1.4111, -1.2990, 1.5500], [1.6559, -2.4788, -0.9150], [-2.6400, 0.5614, -0.9794], [-1.5135, 1.8259, -1.1387], [1.9145, 1.7187, -0.2669], [0.8770, 2.0682, 1.1284], [2.1698, 0.8485, 1.2385]],
  "forces_ev_per_a": [[0.19, -0.03, -0.41], [0.99, 0.91, 1.34], [-1.12, 0.89, -1.15], [-0.23, 0.06, 0.20], [-0.26, 0.58, -0.03], [0.11, 0.65, 0.21], [2.72, -1.27, 0.14], [-2.44, -2.03, -0.42], [0.04, 0.04, -0.18], [-0.04, 0.16, 0.17], [0.11, 0.08, -0.04], [-0.07, -0.14, 0.06], [0.05, 0.07, 0.06], [0.01, -0.03, 0.00], [-0.06, 0.05, 0.06]]
}

No. 2
{
  "formula": "C3H7N3OS",
  "method": "ωB97M-V/def2-TZVPD",
  "symbols": ["C", "N", "C", "N", "C", "S", "N", "O", "H", "H", "H", "H", "H", "H", "H"],
  "coordinates": [[2.2584, -0.1011, 0.4881], [1.0869, -0.7996, 0.0714], [-0.0326, -0.2004, -0.2936], [-1.0358, -1.0289, -0.7839], [-2.2690, -0.9778, -0.5179], [-3.0483, -0.0773, 0.6837], [-0.1467, 1.1251, -0.1092], [-1.1912, 1.8423, -0.5700], [2.5682, 0.6734, -0.2277], [3.0786, -0.8159, 0.6591], [2.0402, 0.4181, 1.4257], [1.0848, -1.8013, 0.1095], [-3.0056, -1.4970, -1.1336], [0.5695, 1.7540, 0.2299], [-1.9572, 1.4865, -0.0316]],
  "forces_ev_per_a": [[0.58, 0.46, 0.60], [0.64, -0.35, -0.29], [-2.78, -0.79, 0.19], [4.21, 0.77, -0.96], [-2.94, 1.38, 1.10], [-0.09, 0.08, 0.33], [0.78, -0.34, -0.20], [-0.67, 0.12, -0.32], [0.02, -0.38, -0.07], [-0.37, 0.41, -0.15], [0.29, -0.01, 0.18], [-0.26, -0.10, -0.20], [0.70, -0.59, -0.19], [0.23, -0.65, -0.01], [-0.34, -0.01, -0.01]],
  "smiles": "CN/C(=N/C=S)NO"
}

No. 3
{
  "formula": "C3H7N3OS",
  "method": "ωB97M-V/def2-TZVPD",
  "symbols": ["H", "N", "C", "N", "O", "N", "S", "C", "C", "H", "H", "H", "H", "H", "H"],
  "coordinates": [[-2.1126, -1.6417, 0.4893], [-0.9740, -1.7921, 0.1243], [-0.2720, -0.7869, -0.2602], [0.9070, -1.1167, -0.9943], [1.0961, -2.4917, -1.0161], [-0.4243, 0.6890, -0.0447], [0.8080, 1.6841, -0.6877], [-1.0850, 1.3643, 1.1688], [-1.2869, 0.8035, 2.3382], [1.7748, -0.6877, -0.8778], [0.1654, -2.7456, -0.5918], [1.8906, 1.4930, 0.2663], [-1.1351, 2.6145, 1.2275], [-1.3147, -0.4509, 2.3523], [-1.6641, 1.6599, 3.1888]],
  "forces_ev_per_a": [[4.76, -0.09, -1.46], [-4.29, 1.21, 0.92], [1.30, 1.90, 0.56], [-3.17, -0.47, 0.47], [-1.77, -0.80, 0.59], [-0.58, -0.18, 0.97], [0.98, -0.33, 1.11], [1.80, 2.25, -1.19], [-1.90, -1.40, 1.95], [1.12, 1.12, 0.52], [1.73, -0.14, -0.67], [-1.56, 0.20, -1.09], [0.33, -3.74, -1.29], [0.25, 3.83, 0.78], [0.99, -3.36, -2.16]],
  "smiles": "[H]/N=C(/NO)N(S)C=C"
}

The energy above the lowest of the compared OMol25 structures with the same formula, charge and spin results, record by record, are as follows: 169.3 63.5 150.9 kcal/mol.
The calculated total energy results, record by record, are as follows: -11783.96993 -20575.42859 -20571.64136 eV.
The frontier orbital gap results, record by record, are as follows: 0.3245 0.3072 0.3412 Eh.